Record 1
{"formula": "C3H2ClF3O2", "method": "wB97M-V/def2-TZVPD", "elements": ["Cl", "O", "C", "H", "F", "O", "H", "F", "C", "F", "C"], "coordinates": [[2.394, 1.023, -1.682], [0.288, -1.007, 1.323], [0.096, -0.699, 0.032], [0.439, -1.505, -0.695], [-1.690, 0.749, 0.639], [1.928, 1.655, 0.787], [-0.339, -0.459, 1.957], [-2.266, -1.029, -0.373], [1.667, 0.947, -0.106], [-1.251, 0.452, -1.537], [-1.265, -0.126, -0.344]], "nbo_charge": [-0.037, -0.662, 0.061, 0.222, -0.342, -0.500, 0.511, -0.318, 0.457, -0.298, 0.906], "largest_force_ha_per_bohr": 0.0599, "e_homo_ev": [-9.183, -9.184], "total_charge": 0, "total_energy_ev": -27911.1327, "orbital_gap_ev": [8.85, 8.85]}


Record 2
{"formula": "C3H2ClFO", "method": "wB97M-V/def2-TZVPD", "elements": ["C", "C", "O", "H", "C", "F", "Cl", "H"], "coordinates": [[1.049, 0.707, 0.001], [-1.200, -0.336, 0.000], [2.227, 0.724, 0.000], [-1.833, -1.205, 0.000], [0.127, -0.444, 0.000], [0.358, 1.884, -0.001], [0.945, -1.961, 0.000], [-1.672, 0.631, 0.000]], "lowdin_spin": [0.122, 0.761, 0.187, 0.043, 0.609, 0.008, 0.229, 0.041], "largest_force_ha_per_bohr": 0.1854, "e_homo_ev": [-7.105, -11.374], "relative_energy_ev": 0.000, "spin_multiplicity": 3, "s2": 2.010, "total_charge": 0, "total_energy_ev": -20426.7059, "orbital_gap_ev": [7.80, 7.61]}


Record 3
{"formula": "C3H2ClIN2", "method": "wB97M-V/def2-TZVPD", "elements": ["N", "C", "I", "H", "N", "C", "Cl", "C", "H"], "coordinates": [[-0.544, -0.903, -0.114], [-1.267, 0.168, -0.033], [3.712, -0.616, -0.110], [1.195, -1.943, 0.208], [0.797, -0.948, -0.049], [-1.418, 1.359, 0.619], [-1.874, 2.869, 0.179], [1.708, -0.045, -0.373], [-2.308, 0.060, -0.327]], "nbo_charge": [-0.284, -0.087, 0.087, 0.389, -0.436, 0.007, 0.179, -0.121, 0.268], "largest_force_ha_per_bohr": 0.0916, "e_homo_ev": -8.456, "relative_energy_ev": 6.327, "total_charge": 0, "total_energy_ev": -26739.2292, "orbital_gap_ev": 6.92}


Record 4
{"formula": "C3H2ClN3", "method": "wB97M-V/def2-TZVPD", "elements": ["Cl", "H", "H", "N", "N", "C", "C", "N", "C"], "coordinates": [[1.424, -0.476, -2.309], [-0.383, -1.778, -0.618], [-1.520, -0.859, 1.596], [-0.505, 1.031, 1.287], [1.052, 1.259, -0.380], [0.644, 0.105, -0.890], [-0.864, -0.212, 0.927], [0.439, 1.698, 0.651], [-0.287, -0.769, -0.264]], "nbo_charge": [0.048, 0.244, 0.226, -0.245, -0.232, 0.160, 0.039, 0.020, -0.260], "largest_force_ha_per_bohr": 0.0528, "e_homo_ev": -10.061, "relative_energy_ev": 1.087, "total_charge": 0, "smiles": "Clc1ccnnn1", "total_energy_ev": -20133.7103, "orbital_gap_ev": 9.78}


Record 5
{"formula": "C3H2ClN3S", "method": "wB97M-V/def2-TZVPD", "elements": ["N", "C", "N", "C", "C", "H", "Cl", "N", "S", "H"], "coordinates": [[-1.734, 0.180, 0.580], [1.553, 0.409, -0.562], [0.269, 0.798, -0.562], [1.839, -0.689, 0.200], [-0.464, 0.071, 0.213], [2.267, 0.964, -1.139], [-4.227, 0.445, 0.295], [-2.722, 0.255, -0.368], [0.449, -1.222, 1.048], [2.770, -1.210, 0.295]], "nbo_charge": [-0.206, -0.046, -0.409, -0.434, 0.166, 0.216, 0.198, -0.139, 0.409, 0.245], "largest_force_ha_per_bohr": 0.1570, "e_homo_ev": -9.077, "relative_energy_ev": 1.393, "total_charge": 0, "smiles": "Cl/N=N/c1nccs1", "total_energy_ev": -30968.1378, "orbital_gap_ev": 7.73}


Record 6
{"formula": "C3H2ClNO", "method": "wB97M-V/def2-TZVPD", "elements": ["H", "C", "O", "Cl", "N", "C", "C", "H"], "coordinates": [[0.470, 2.093, -0.139], [-1.177, -0.678, 0.036], [0.099, -1.174, -0.194], [2.610, -0.111, -0.011], [-1.316, 0.624, -0.064], [0.832, -0.042, -0.056], [0.045, 0.995, -0.027], [-1.563, -1.708, 0.455]], "nbo_charge": [0.237, 0.307, -0.433, 0.017, -0.430, 0.214, -0.149, 0.236], "largest_force_ha_per_bohr": 0.1022, "e_homo_ev": -9.555, "relative_energy_ev": 1.497, "total_charge": 0, "smiles": "Clc1cnco1", "total_energy_ev": -19201.1455, "orbital_gap_ev": 10.32}


Record 7
{"formula": "C3H2ClNO", "method": "wB97M-V/def2-TZVPD", "elements": ["C", "H", "H", "O", "C", "Cl", "N", "C"], "coordinates": [[0.934, -0.260, 0.063], [-2.247, 0.089, -0.120], [0.290, 1.946, 0.080], [-0.954, -1.151, -0.053], [0.052, 0.912, 0.132], [2.615, -0.344, -0.067], [0.421, -1.372, 0.134], [-1.111, 0.180, -0.170]], "nbo_charge": [0.111, 0.242, 0.258, -0.289, -0.369, 0.061, -0.154, 0.141], "largest_force_ha_per_bohr": 0.1041, "e_homo_ev": -10.413, "relative_energy_ev": 2.256, "total_charge": 0, "smiles": "Clc1ccon1", "total_energy_ev": -19200.3865, "orbital_gap_ev": 11.30}


Record 8
{"formula": "C3H2ClNO", "method": "wB97M-V/def2-TZVPD", "elements": ["C", "H", "O", "C", "N", "Cl", "C", "H"], "coordinates": [[1.330, 0.560, -0.344], [-0.778, -0.316, -0.019], [0.561, 0.714, -1.378], [-0.095, 0.568, -0.084], [3.450, -2.611, 0.261], [2.582, 1.517, 0.246], [3.019, -1.703, -0.330], [-0.587, 1.537, 0.336]], "nbo_charge": [0.405, 0.241, -0.383, -0.153, -0.532, 0.178, 0.027, 0.217], "largest_force_ha_per_bohr": 0.0508, "e_homo_ev": [-10.442, -9.505], "relative_energy_ev": 5.850, "total_charge": 0, "total_energy_ev": -19196.7925, "orbital_gap_ev": [8.17, 6.53]}


Record 9
{"formula": "C3H2ClNO3S", "method": "wB97M-V/def2-TZVPD", "elements": ["O", "Cl", "C", "O", "O", "N", "C", "C", "H", "H", "S"], "coordinates": [[-3.030, 1.028, 0.892], [-2.166, -2.089, 0.708], [0.748, -1.008, -0.388], [-2.330, 1.946, -1.481], [0.875, -2.194, -0.139], [-0.468, 1.352, 0.248], [-1.672, -0.565, 0.276], [-0.279, -0.081, 0.378], [-0.529, 1.577, -0.720], [1.111, -0.382, -1.236], [-2.142, 1.160, -0.262]], "nbo_charge": [-0.842, 0.193, 0.402, -0.820, -0.500, -0.712, -0.230, -0.075, 0.346, 0.145, 2.093], "largest_force_ha_per_bohr": 0.1291, "e_homo_ev": [-9.354, -9.353], "relative_energy_ev": 4.778, "total_charge": 0, "total_energy_ev": -34126.6559, "orbital_gap_ev": [8.17, 8.17]}


Record 10
{"formula": "C3H2ClNOS", "method": "wB97M-V/def2-TZVPD", "elements": ["C", "H", "H", "C", "C", "O", "Cl", "N", "S"], "coordinates": [[-0.304, -0.086, 0.033], [1.370, -1.219, -0.640], [-0.821, -1.116, 0.064], [1.138, -0.108, -0.130], [2.129, 0.676, 0.409], [-3.341, -0.509, 0.085], [3.748, 0.659, 0.054], [-1.186, 0.892, 0.024], [-2.732, 0.812, 0.101]], "nbo_charge": [0.084, 0.250, 0.183, -0.409, 0.078, -0.851, 0.114, -0.735, 1.286], "largest_force_ha_per_bohr": 0.0663, "e_homo_ev": [-8.125, -9.961], "relative_energy_ev": 4.613, "total_charge": 0, "total_energy_ev": -30033.4525, "orbital_gap_ev": [6.30, 8.23]}


Record 11
{"formula": "C3H2CoFO2", "method": "wB97M-V/def2-TZVPD", "elements": ["Co", "O", "C", "C", "H", "O", "H", "F", "C"], "coordinates": [[-0.421, 1.048, -0.177], [0.573, -0.275, 0.098], [-1.607, 2.583, -1.226], [1.610, -0.830, 0.666], [2.321, -0.341, 1.587], [-2.153, 3.432, -1.703], [1.191, -1.796, 2.571], [1.255, -2.716, 0.415], [1.645, -1.801, 1.583]], "lowdin_spin": [2.747, 0.248, 0.017, 0.180, 0.093, 0.007, 0.012, 0.254, 0.444], "largest_force_ha_per_bohr": 0.1405, "e_homo_ev": [-19.949, -20.899], "relative_energy_ev": 4.910, "spin_multiplicity": 5, "s2": 6.040, "total_charge": 2, "total_energy_ev": -47553.9812, "orbital_gap_ev": [8.33, 8.20]}


Record 12
{"formula": "C3H2F2", "method": "wB97M-V/def2-TZVPD", "elements": ["F", "C", "H", "H", "C", "C", "F"], "coordinates": [[-1.101, -2.222, -1.836], [-1.623, -1.163, -1.342], [2.119, 1.701, 0.106], [-1.889, -1.314, -0.372], [1.412, 0.913, 0.187], [0.665, 0.085, -0.254], [-2.108, -0.324, -2.154]], "nbo_charge": [-0.260, 0.824, 0.224, 0.172, -0.485, -0.233, -0.240], "largest_force_ha_per_bohr": 0.0669, "e_homo_ev": [-9.107, -9.474], "relative_energy_ev": 5.064, "total_charge": 0, "total_energy_ev": -8571.1013, "orbital_gap_ev": [7.10, 8.49]}